18
Properties=species:S:1:pos:R:3:forces:R:3 method="wB97M-V/def2-TZVPD" s_squared=2.01 total_charge=+1 e_above_lowest_kj_mol=0.0 fmax_ha_per_bohr=0.23845 multiplicity=3 gap_ev="4.611 / 9.361"
C -1.0440 0.1895 -0.7315 -0.5 1.3 3.1
C -1.9910 0.3702 0.4650 12.1 1.5 -1.3
C 0.2782 -0.6724 -0.3866 -2.3 2.3 -3.8
C -3.2824 0.1807 0.6841 -10.2 -1.1 0.9
C 2.8097 -0.8235 0.3287 -4.4 -1.6 -2.7
O 1.8371 1.3939 -0.3587 -0.3 -1.1 -0.8
S 1.3550 0.2341 0.6531 1.6 -0.3 -0.7
H -1.6449 -0.2337 -1.4601 -0.5 -1.3 -2.0
H -0.7383 1.1921 -1.0853 0.1 -0.5 -0.1
H 1.8771 2.2801 -0.0307 -0.2 1.0 0.9
H -1.3933 0.7754 1.2892 -0.4 -0.2 0.2
H -0.0378 -1.5891 -0.0076 -0.1 -1.5 1.2
H 0.6345 -0.8216 -1.4573 0.7 0.1 1.6
H -3.6293 0.7189 1.5945 -0.5 -0.5 -1.1
H -4.0044 -0.1078 -0.1404 0.8 0.4 1.4
H 2.8033 -0.9214 -0.8079 0.2 0.1 1.6
H 2.5274 -1.7612 0.7887 0.4 -0.4 0.1
H 3.6432 -0.4041 0.6629 3.5 1.7 1.7